Record 1
The following is a DFT calculation (wB97M-V/def2-TZVPD) of a molecular structure, C38H35F6GeIrNO2PS4Sb in a non-equilibrium geometry.

ORCA input file:
```
! wB97M-V def2-TZVPD RIJCOSX def2/J DEFGRID3
* xyz -1 5
H 8.22302 9.55228 16.81098
S 5.22018 11.89415 16.88380
H 10.40952 5.79595 14.53225
C 8.08669 15.10541 14.77976
C 13.25993 11.95994 17.43726
C 14.09294 16.66367 14.72531
H 9.89183 14.39997 15.66756
C 13.21123 17.27556 12.56264
C 7.72398 10.45735 6.57690
H 10.34659 15.99303 11.74810
H 8.02953 10.57456 10.42682
O 8.98624 11.55031 12.19154
H 7.16246 11.31032 6.05144
H 8.76525 10.81557 6.69073
H 8.24673 7.76507 7.16758
C 14.18325 18.25838 12.46705
H 10.40194 5.83199 17.01155
H 14.21492 18.85694 11.56202
C 12.15642 13.52990 12.19853
S 6.34325 10.00484 13.65792
C 9.26160 7.17950 8.92722
C 6.58212 11.32383 8.71679
H 14.07928 16.06319 15.58908
C 11.26244 12.29392 12.33522
H 9.64949 6.26356 8.54448
H 7.44077 11.95682 9.01000
C 12.08673 13.91914 16.61885
H 4.87403 9.86061 7.06307
Sb 6.09280 12.22876 14.60302
H 14.65320 11.10022 16.03123
N 9.08529 8.83553 12.24274
H 15.79090 19.33501 13.44484
F 8.14599 11.98266 19.97488
F 8.02156 10.04350 18.81945
C 10.09373 6.64946 15.05946
H 15.52888 18.06637 15.55719
C 12.56689 13.73450 15.33990
C 9.57479 7.68806 14.27249
C 6.98172 10.08175 7.88746
F 10.06906 9.38076 19.59063
S 10.13491 6.58125 11.63110
H 9.45060 7.74780 18.21413
C 9.83746 12.51543 11.83492
Ge 12.13071 14.75732 13.82044
C 8.35336 16.05802 12.52294
C 10.01879 6.66699 16.46626
C 14.96205 17.80472 14.68625
H 5.30217 8.89742 8.53742
C 10.28320 15.34315 13.79217
C 13.23259 16.36959 13.65862
H 13.18602 13.20776 12.04686
H 6.09132 10.92917 9.61839
H 13.43972 11.26310 18.27725
C 8.89836 8.74309 14.97822
H 11.20334 12.04378 13.37472
C 5.70498 9.27883 7.54064
C 8.75436 8.70610 16.35795
H 7.90259 16.42971 11.58745
C 12.23546 12.94765 17.58379
C 7.53706 15.72622 13.62796
Ir 8.73448 10.30713 13.69729
C 7.93052 9.23485 8.71319
P 9.11220 10.71861 19.82911
F 8.41543 9.97944 21.08343
H 5.89364 11.95800 8.11350
H 11.59370 12.93741 18.47667
C 9.01627 8.73934 10.83922
H 11.61228 14.86641 16.93874
S 8.47152 11.87850 15.32392
H 11.87497 14.10473 11.33852
H 11.79988 11.47521 11.83710
C 8.45979 8.04421 8.21797
C 15.07211 18.55207 13.49780
H 12.48830 17.16478 11.77258
C 13.86482 11.83929 16.19342
C 13.49738 12.71404 15.13727
F 10.26415 11.35650 20.77975
C 9.58652 7.71323 12.82060
C 8.30386 9.60573 9.98825
O 9.44906 13.39751 11.10989
C 9.52317 7.50478 10.30941
C 9.38964 7.72911 17.12216
H 5.83275 8.34118 6.91226
C 9.45672 14.94173 14.81979
H 7.79036 9.59812 5.84502
H 7.46648 14.72896 15.56110
H 13.93571 12.58363 14.12809
F 9.78161 11.48142 18.52099
C 9.72906 15.89709 12.61063
H 6.48780 15.84841 13.53645
*
```

Results
HOMO-LUMO gap (spin up / spin down) (eV): 6.47 / 5.84
LUMO level (spin up / spin down) (eV): 1.42 / -0.28
HOMO energy (spin up / spin down) (eV): -5.0 / -6.1


Record 2
The following is a DFT calculation (wB97M-V/def2-TZVPD) of C5H7NO in the gas phase.

ORCA input file:
```
! wB97M-V def2-TZVPD RIJCOSX def2/J DEFGRID3
* xyz 0 1
H 0.57083 0.69841 1.90914
C 0.44589 -1.71526 0.66066
O 1.64025 -1.51276 0.77068
H 0.02926 -2.68255 0.32522
C -0.19559 0.77867 -1.40852
H -1.44419 -0.97862 0.60646
C 0.58648 1.12014 -0.21732
C -0.86488 0.39397 -2.33372
N -0.50980 -0.78780 0.93933
H 1.56745 0.63798 -0.29602
H 0.75854 2.20087 -0.15210
H -1.01264 1.18256 1.29000
H -1.45870 0.06005 -3.15521
C -0.11290 0.60434 1.06142
*
```

Results
HOMO-LUMO gap (eV): 10.69
LUMO level (eV): 0.90
Structure (SMILES): C#CCCNC=O
HOMO energy (eV): -9.8


Record 3
The following is a DFT calculation (wB97M-V/def2-TZVPD) of C4H7NO in the gas phase.

ORCA input file:
```
! wB97M-V def2-TZVPD RIJCOSX def2/J DEFGRID3
* xyz 0 1
H 0.41148 -0.73648 -0.99559
C 2.09994 1.26714 -0.50722
C -2.72724 -1.11383 0.60590
C 0.39670 -0.33203 0.03288
C -1.79962 -0.21871 0.36192
H 1.83532 1.02674 -1.54407
O 1.56488 0.31068 0.38546
N -0.82861 0.49935 0.15021
H 3.19166 1.22412 -0.40258
H 0.27486 -1.16099 0.73471
H 1.76661 2.28622 -0.26133
H -3.21594 -1.66957 -0.18500
H -2.97003 -1.38263 1.62471
*
```

Results
HOMO-LUMO gap (eV): 10.23
LUMO level (eV): 1.02
Structure (SMILES): C=C=NCOC
HOMO energy (eV): -9.2


Record 4
The following is a DFT calculation (wB97M-V/def2-TZVPD) of 2 unconnected molecules or ions with the total composition C4H12 in a non-equilibrium geometry.

ORCA input file:
```
! wB97M-V def2-TZVPD RIJCOSX def2/J DEFGRID3
* xyz 0 1
H 0.86164 -0.04067 -1.30322
H -0.50064 -1.00865 -1.26133
H 0.60840 -0.66605 -3.49922
H -0.66962 0.87421 -1.36338
H 1.25571 0.40345 1.39961
H -0.90074 -0.25973 3.52412
H -1.12340 -0.35527 -3.55801
H 0.78494 -0.02500 3.81368
C -0.18152 -0.03887 -1.65739
H 0.30860 -1.23874 1.66173
C -0.16298 0.04439 -3.18553
H -0.40740 -0.18879 0.92120
H -0.06225 1.04286 -3.59477
C -0.01471 0.25180 3.11277
C 0.34096 -0.14481 1.71947
H -0.13700 1.34986 3.27029
*
```

Results
HOMO-LUMO gap (eV): 11.93
LUMO level (eV): 1.09
Structure (SMILES): CC.CC
HOMO energy (eV): -10.8


Record 5
The following is a DFT calculation (wB97M-V/def2-TZVPD) of a molecular structure, C3H10N2S.

ORCA input file:
```
! wB97M-V def2-TZVPD RIJCOSX def2/J DEFGRID3
* xyz 0 1
S -0.41599 1.23899 -0.39392
C 0.69274 0.38861 -2.82356
N 0.87701 0.07398 1.91843
H 0.52580 -1.41790 3.29283
H 1.59342 0.37101 -2.21646
H 1.87809 -0.02351 1.96754
N -1.21239 -0.57470 2.50879
C 0.11070 -0.65865 2.63193
H 0.66033 1.27399 -3.44953
H -1.43703 0.54845 -2.39652
H 0.80825 -0.48362 -3.46799
H -1.55238 0.15791 1.88684
H 0.42379 0.62950 0.83942
H -0.67369 -0.82619 -1.66925
C -0.51730 0.22538 -1.90166
H -1.76135 -0.92326 3.27312
*
```

Results
HOMO-LUMO gap (eV): 7.94
LUMO level (eV): 0.51
HOMO energy (eV): -7.4


Record 6
The following is a DFT calculation (wB97M-V/def2-TZVPD) of 12 unconnected molecules or ions with the total composition C36H72O24 in a non-equilibrium geometry.

ORCA input file:
```
! wB97M-V def2-TZVPD RIJCOSX def2/J DEFGRID3
* xyz 0 1
H 1.29204 -1.80749 -5.26095
O -4.33577 -4.24597 1.76183
O 2.72104 -1.74616 2.71247
H -4.44786 -2.31997 -2.91508
H 1.12104 3.92938 5.35975
C 3.48897 3.47039 -1.77245
C 3.28475 -1.55818 -0.60100
O -0.74542 5.27994 -3.24238
H -0.23113 -1.68532 -3.31004
H -1.80735 -5.89512 -0.60196
H 2.47295 -2.65799 -4.34620
H -3.06866 -4.66166 -5.70342
C -3.01828 -1.31757 3.33794
O -1.87520 1.23815 3.26993
H 0.10366 -1.65117 1.24737
H -2.44691 4.11641 3.55662
H -2.46739 -0.33515 -2.06883
O 0.08853 -3.72090 -3.94967
C 3.47366 4.46292 -0.60468
O -0.72965 -4.27411 0.37229
H 4.87422 1.71059 -1.33732
O -3.71422 -2.67326 3.07969
C -1.10394 -5.09648 -0.76648
O 5.29276 5.19287 0.87447
O -1.46868 -5.07611 -4.48119
C -0.17848 5.93403 -2.12738
H -1.74252 -2.21106 4.91290
O 5.61516 3.55384 -0.60122
C 1.62406 -1.96096 -4.26998
O 1.85079 3.89757 2.57196
H -0.21135 -5.60305 -1.20142
H 2.79716 -4.47678 0.36268
H 2.70313 2.77058 -1.86443
H -3.72334 -1.11341 -3.95227
C -4.13707 -1.31032 -2.97595
H 6.27496 0.69657 2.64688
O 3.78121 2.84914 2.61510
H 3.99359 -1.09681 4.23210
H -3.91532 3.77473 1.00043
H -0.81946 3.67963 3.21973
O -2.88516 -2.65606 1.04640
C 2.91853 -1.36761 4.07669
C -1.79609 3.64736 2.80209
H 1.96389 0.12760 1.48264
C 1.25193 2.90314 5.06647
C -3.20925 -1.02479 -1.82243
C 2.58957 3.13087 3.17085
H -0.97747 -0.25243 1.43581
H 5.33041 2.77608 3.89702
H -2.04356 1.76285 -3.15842
C 0.52772 -2.44130 -3.42976
C 4.82890 4.49551 -0.00874
H -5.17129 -5.73504 2.69872
H -1.17964 -2.48839 3.28417
C -5.20459 0.31563 -1.70156
O -0.11329 -0.60320 -0.38970
H -4.60152 -0.89593 -0.07023
C -5.07718 -4.73075 2.93225
H 1.23929 2.28973 5.95336
C 4.87637 2.81249 -1.57480
H 2.24227 -0.54413 4.37651
O 3.41864 -2.79357 -1.38719
H 3.24283 5.41840 -0.96730
H 0.76987 1.06418 2.33039
H -1.45338 1.25335 -6.02384
C -3.58775 -3.12463 1.91243
C -0.02647 -0.57632 1.02606
H -2.74953 -0.85644 2.39736
H -2.72075 -1.94240 -1.52015
C -1.92695 4.29265 1.46167
H -3.51034 -5.22385 -3.98453
H 5.88740 1.94465 1.47162
H 2.74372 -2.22942 4.74280
H 4.37282 1.40918 4.03371
C 0.35874 0.55899 -0.86528
H 0.70773 -4.31478 1.31518
H 0.82353 -2.63877 -2.40741
H 2.03228 -2.41648 2.60198
H -3.65139 -0.81209 4.04851
H -1.37590 -3.54713 0.53823
C 5.46599 1.26705 2.24111
H -0.12033 1.20708 -4.80178
C -1.19577 -3.80640 -4.11303
H 0.02548 2.14924 0.32998
H 2.53782 -1.77562 0.12017
H -3.01466 2.20365 -4.47352
H -2.22491 5.31097 1.56081
H 1.72794 1.96860 -0.10509
C -1.97161 2.13098 -4.19336
C -2.98748 3.38094 0.77957
H -6.00221 -4.17682 3.26144
H -1.00854 4.35587 0.91266
C -2.82709 -5.27087 -4.82430
H 3.08166 -0.74318 -1.28867
H 0.18041 5.32410 -1.28780
H 4.23186 -1.32918 -0.07814
H 3.49681 -4.00259 1.93386
H 3.48889 4.05949 -2.68490
H 2.72152 -2.84977 -2.00985
C -2.12054 2.20484 2.55172
H -2.87210 -6.30040 -5.14588
C -1.19982 1.15474 -4.98889
H 2.70581 4.25606 0.09921
O 0.37636 0.82186 -2.04711
H -2.82089 3.32792 -0.31613
H 0.42830 2.63193 4.48353
C -4.12141 -0.23349 -0.81426
C -1.68408 -1.75315 3.95045
H 0.59628 6.55774 -2.55950
O -1.39933 3.43668 -4.23322
H 1.93426 -1.00026 -3.76184
C 1.01122 0.51675 1.39405
H -1.02561 -0.91776 4.12168
H -0.89300 6.60506 -1.66353
H -3.73434 0.50393 -0.19585
H -4.35408 -4.72376 3.76740
O -5.92344 1.26774 -1.54539
H 4.78224 0.54062 1.74880
C 4.76269 2.06513 3.32707
O -1.20382 3.42070 -2.01269
H -1.50656 0.09766 -4.67746
O -2.73922 2.08474 1.34795
H 5.47306 3.00782 -2.52095
O 1.44783 -4.13775 1.94035
H 2.88561 -5.58416 1.86482
O 2.44605 2.62538 4.40146
O -2.03912 -2.94680 -3.96413
H -1.44823 -4.42937 -1.53836
O -5.28308 -0.39850 -2.84105
C 2.69045 -4.58115 1.45334
C 0.83180 1.45472 0.18283
C -1.13975 3.97210 -3.05897
*
```

Results
HOMO-LUMO gap (eV): 10.25
LUMO level (eV): 0.48
Structure (SMILES): CCOC(=O)OC.CCOC(=O)OC.CCOC(=O)OC.CCOC(=O)OC.O=C1CCCO1.O=C1CCCO1.O=C1CCCO1.O=C1CCCO1.CO.CO.CO.CO
HOMO energy (eV): -9.8